ORCA calculation (ωB97M-V/def2-TZVPD) on a structure of composition C9H10N2Tl.

Element x y z (Å)
C 0.165393 1.764175 0.808121
C 0.557761 1.728140 -0.577007
C 1.875585 1.138149 -0.656180
C 2.300314 0.831578 0.693824
C 1.239467 1.210380 1.592249
Tl 0.407141 -0.676029 0.028312
C -0.747385 -1.003675 -1.947451
C -1.777896 -0.566892 -1.188092
C -2.927933 -0.127547 -0.731320
N -1.027376 -1.303733 1.406038
H 2.445368 0.948802 -1.575103
H -0.063079 2.038728 -1.428934
H 3.229436 0.307824 0.968375
H 1.208496 1.012731 2.676798
H -0.816609 2.090563 1.186297
H -0.141378 -0.291272 -2.530988
H -1.791494 -1.475085 2.090536
H -0.514584 -2.077226 -2.045825
H -3.794648 -0.011385 -1.390842
H -3.060861 0.150293 0.323680
N 1.860244 -3.335991 1.384444
C 1.374039 -2.352530 0.913068

Atomic forces in eV per Å
C 0.95 0.73 -0.18
C -0.07 0.60 0.82
C 0.05 -0.01 0.49
C -0.29 0.95 0.42
C 0.49 0.83 -0.63
Tl -0.87 -1.70 2.32
C -0.53 -0.15 -1.32
C -1.19 -0.42 -0.36
C 0.39 0.21 0.25
N -0.78 -0.81 0.24
H -0.24 0.20 0.51
H 0.38 -0.12 0.49
H -0.65 0.38 -0.19
H 0.02 0.12 -0.88
H 0.74 -0.33 -0.28
H -0.51 -0.38 0.21
H 0.49 1.03 -0.91
H -0.38 0.57 -0.02
H 0.38 -0.07 -0.15
H 0.33 -0.36 -0.56
N -1.51 3.35 -1.53
C 2.79 -4.61 1.24

The calculation puts the max |F| at 0.108 hartree/bohr. The calculation puts the calculated total energy at -630.59880 a.u. As for the total charge: -1.

ORCA calculation (ωB97M-V/def2-TZVPD) on a cluster of 2 separate species, C6H11ClN2OS in total.

Element x y z (Å)
C 0.927619 -1.748610 -3.546105
C 1.234500 -1.222616 1.042007
C 1.828548 -2.580802 1.022692
C -0.628244 1.522901 -0.156773
C -0.964121 0.423964 0.847603
C -0.804642 2.954538 0.333717
N 1.422260 -0.990697 -2.666660
N 1.862278 -0.314231 -1.875861
O 1.702768 -0.210472 1.514763
S -0.392775 -1.203352 0.337808
Cl -2.492185 3.573961 0.546026
H 1.280126 -1.845014 -4.604448
H 0.078435 -2.284122 -3.174503
H 1.655566 -3.174966 1.901039
H 2.893076 -2.477070 0.999751
H 1.457858 -3.320721 0.291017
H -1.416545 1.443228 -1.079320
H 0.410460 1.484960 -0.550195
H -2.013827 0.405796 1.204362
H -0.493786 0.674216 1.853066
H -0.399656 3.559158 -0.448195
H -0.293718 2.978375 1.236395

Atomic forces in eV per Å
C -0.78 -1.15 -1.61
C -1.00 1.16 0.23
C 0.49 -1.16 -0.26
C -2.76 0.08 -2.47
C 0.49 0.99 1.94
C -0.86 -1.05 -1.39
N -1.37 -2.63 -3.67
N 3.23 4.63 5.07
O 0.33 -1.08 -0.09
S -0.76 -0.21 0.16
Cl 0.37 -0.52 0.13
H -0.14 0.12 0.69
H -0.82 -0.93 -0.56
H -0.41 0.38 1.09
H 0.74 -0.02 -0.41
H 0.14 0.98 -0.40
H 2.11 -0.15 1.79
H -0.66 -0.42 0.32
H 0.24 -0.22 -1.06
H 0.12 -0.44 -1.26
H 0.44 0.72 -0.01
H 0.84 0.93 1.78

The multiplicity is 3. The calculation puts the max |F| at 0.148 hartree/bohr. The calculation puts the calculated total energy at -1278.16547 a.u.

ORCA calculation (ωB97M-V/def2-TZVPD) on the molecule C4H4INO.

Element x y z (Å)
C 0.943593 -1.320472 0.536365
C -0.045118 -0.160370 0.654374
C 0.775245 -2.791128 0.895602
C -0.470748 0.630504 -0.384787
N 1.492751 -2.059378 1.682108
O 0.382958 -3.778657 0.436889
I 3.120876 -1.957570 2.967346
H 1.508746 -1.039576 -0.296403
H -0.214410 -0.077494 1.650086
H -0.271080 0.557071 -1.491691
H -1.171372 1.495747 -0.128410

Atomic forces in eV per Å
C -2.24 1.17 -0.62
C 1.08 -0.89 -3.91
C -0.76 2.57 -2.22
C -0.64 0.26 1.55
N -0.81 1.13 0.30
O -1.01 -3.44 -0.23
I 2.72 0.10 2.14
H 1.93 -0.44 -1.05
H -1.50 1.27 2.82
H 0.15 -0.40 1.55
H 1.07 -1.33 -0.33

The multiplicity is 3. The calculation puts the max |F| at 0.081 hartree/bohr. The calculation puts the calculated total energy at -582.28014 a.u. The energy above the lowest of the compared OMol25 structures with the same formula, charge and spin comes out at 17.2 kcal/mol.